Record 1
Density functional theory data (ωB97M-V with the def2-TZVPD basis set) for C20H25BeF15N2O16 as an isolated structure.

Geometry as XYZ:
```
79
Properties=species:S:1:pos:R:3:forces:R:3
Be -30.80294 -30.64738 -32.67378 -0.02 -0.40 0.46
N -30.01189 -32.99977 -30.97350 0.39 0.60 -2.14
O -30.53092 -31.97101 -30.58320 -1.95 4.43 2.28
O -30.10278 -33.11148 -32.19918 0.21 -1.21 -3.09
O -29.41044 -33.74148 -30.26349 0.67 -1.53 1.20
N -31.58367 -27.80202 -33.59917 -3.23 -2.85 -0.04
O -30.45415 -28.27809 -33.61473 3.09 0.13 0.07
O -32.47802 -28.65748 -33.32351 -0.52 -1.71 1.08
O -31.98567 -26.71384 -33.89388 1.49 2.14 -0.58
C -33.44418 -28.84807 -37.63389 -0.77 -2.02 -1.24
C -33.00826 -29.72214 -36.48180 -0.41 2.90 2.77
O -32.77108 -31.05288 -36.73019 0.67 -2.25 -2.59
C -31.78661 -31.74976 -36.22559 1.41 4.30 3.57
O -31.07056 -31.33487 -35.29088 -1.13 -1.40 -2.14
C -31.72703 -33.09087 -36.82497 0.68 -3.33 0.74
F -32.94704 -33.46584 -37.12584 -1.07 -0.01 -1.54
F -30.87240 -33.23045 -37.85942 -0.74 0.53 0.45
F -31.38329 -33.99994 -35.88731 0.84 0.52 -0.04
H -33.78950 -27.83565 -37.42449 0.60 -0.15 0.51
H -34.32131 -29.37108 -38.01493 -0.28 0.19 -0.43
H -32.72268 -28.91042 -38.44855 0.16 0.48 0.07
H -33.81197 -29.82155 -35.75222 -0.08 0.85 0.26
H -32.17321 -29.23027 -35.98295 0.21 -0.45 0.21
C -33.12194 -26.15505 -31.17118 -2.33 1.51 0.18
C -31.97895 -26.62356 -30.36004 0.30 0.39 -2.21
O -32.37802 -27.39132 -29.23811 -0.31 -1.08 0.83
C -32.39085 -28.74174 -29.31606 2.54 1.23 -3.32
O -31.94270 -29.37692 -30.25698 -1.13 0.53 1.28
C -32.86137 -29.39133 -28.06515 0.41 0.02 2.75
F -34.07686 -29.88520 -28.20834 -0.25 -0.30 -0.05
F -32.01767 -30.39927 -27.66969 -1.08 1.45 -0.53
F -32.91982 -28.43657 -27.07171 0.16 -1.42 -0.68
H -33.80967 -26.95050 -31.45822 0.32 0.00 -0.56
H -32.81830 -25.47677 -31.96858 0.49 -0.97 -0.61
H -33.74426 -25.40241 -30.68709 -0.26 -0.25 1.02
H -31.44599 -25.69997 -30.13413 0.45 -0.60 1.06
H -31.43234 -27.18189 -31.12003 0.75 -0.51 0.86
C -26.39227 -28.37734 -35.90405 1.50 0.30 -0.13
C -27.48837 -29.10843 -35.19478 -0.57 1.84 -0.56
O -27.38923 -30.47152 -35.59472 -0.71 -2.85 2.01
C -27.89364 -31.48434 -34.76198 -1.64 2.89 -0.21
O -28.55911 -31.25901 -33.74841 1.55 -0.61 -2.04
C -27.67949 -32.93997 -35.40060 -2.32 2.68 0.28
F -26.66942 -33.45336 -34.77165 1.15 -1.14 -0.25
F -28.80257 -33.62957 -35.15591 0.87 -0.03 -0.22
F -27.53683 -32.82798 -36.74092 0.49 -0.57 1.09
H -26.54650 -27.30356 -36.01040 -0.37 -0.01 0.35
H -26.19219 -28.72135 -36.91880 -0.24 -0.32 0.05
H -25.47333 -28.49969 -35.33074 0.25 0.02 -0.18
H -28.40012 -28.62277 -35.54256 -0.61 -0.82 0.00
H -27.44425 -28.84741 -34.13741 0.03 -0.99 0.20
C -26.38178 -30.96662 -28.20248 0.70 1.13 2.97
C -27.46968 -30.59825 -29.09629 -0.35 -1.23 -2.94
O -27.09870 -29.36232 -29.71998 -1.37 3.30 -2.78
C -27.90146 -28.80538 -30.73234 -2.39 -3.82 0.07
O -28.92899 -29.41519 -31.21535 4.67 3.13 1.93
C -27.39674 -27.31234 -31.19669 0.31 -1.98 -0.27
F -28.47759 -26.60548 -31.49064 0.46 0.02 0.02
F -26.66549 -26.75282 -30.26566 -0.38 0.48 1.08
F -26.54336 -27.35442 -32.25758 -1.19 -0.49 -0.03
H -26.35034 -30.10531 -27.53520 0.34 -0.07 0.74
H -25.34460 -31.03402 -28.53084 -0.42 -0.28 -0.89
H -26.62866 -31.82453 -27.57706 -0.05 -0.08 -0.23
H -28.47894 -30.48861 -28.69947 0.21 -0.32 0.24
H -27.41851 -31.33773 -29.89545 -1.01 -0.11 -0.25
C -36.20300 -30.32827 -30.66425 -1.62 0.50 1.05
C -35.44752 -30.37167 -31.98174 -0.83 1.33 2.33
O -35.09143 -31.72820 -31.92234 1.68 -2.63 -2.10
C -34.04943 -32.20833 -32.60791 1.43 2.32 -0.16
O -33.14868 -31.51254 -33.10918 -1.61 -1.58 1.12
C -34.03082 -33.76676 -32.66979 0.28 0.38 0.47
F -33.54194 -34.25185 -31.49583 -0.76 0.25 -1.07
F -35.28751 -34.21408 -32.89171 1.06 -0.07 0.24
F -33.21696 -34.14334 -33.65491 -0.60 -0.09 0.39
H -35.64986 -30.64989 -29.78182 0.38 -0.02 -0.41
H -37.07031 -30.98622 -30.71891 0.15 -0.48 -0.22
H -36.72125 -29.41889 -30.36000 0.55 0.64 -0.47
H -34.59726 -29.69094 -31.94003 0.13 -0.22 -0.60
H -36.17756 -30.16476 -32.76425 0.56 -0.15 -0.45
```
Positions in Å, forces in eV/Å.

Computed properties:
E (eV): -98038.067
Charge: 0
HOMO-LUMO gap (eV): 7.5

Results of the Löwdin charge analysis, in e, for atoms 1 through 2:
1. Be 1.064
2. N -0.639

Record 2
Density functional theory data (ωB97M-V with the def2-TZVPD basis set) for a 2-piece molecular cluster, C29H24F6NO overall.

Geometry as XYZ:
```
61
Properties=species:S:1:pos:R:3:forces:R:3
C 3.22558 -1.05426 1.94400 -0.14 -0.18 -0.19
C 2.98606 0.41349 2.14728 -0.27 0.71 0.11
N 1.65410 0.72332 2.36256 1.23 -0.48 -0.12
C 1.22066 1.98637 2.76361 -0.05 1.72 0.03
C -0.13639 2.10841 3.40181 -0.08 0.99 -0.20
C -0.83640 3.27304 3.37373 0.57 -0.84 -0.01
C -2.18066 3.44485 4.00424 -0.34 -0.76 0.55
C -2.95025 2.09814 4.09200 -0.11 0.49 -0.44
C -2.06069 0.93340 4.44260 0.33 -0.59 -0.01
C -2.60613 -0.21051 5.03895 0.65 -0.02 0.12
C -1.79995 -1.29740 5.41685 -0.10 0.28 -0.35
C -0.41726 -1.21545 5.22054 -0.35 0.17 0.25
C 0.13253 -0.07160 4.66068 -0.01 0.38 -0.25
C -0.67427 0.96929 4.15360 -0.68 -0.56 0.68
C 1.99857 3.07091 2.57365 -0.68 -0.39 -0.11
O 3.90304 1.22687 2.14221 -0.52 -1.11 0.11
H 2.28752 -1.62853 1.89369 0.39 0.08 -0.03
H 3.78197 -1.14744 1.00831 0.03 -0.29 0.22
H 3.82668 -1.39999 2.79202 0.05 -0.09 -0.26
H 1.02476 -0.06285 2.34592 -0.16 0.31 0.12
H -0.39296 4.15983 2.93696 -0.09 -0.15 -0.25
H -2.07430 3.82249 5.03267 0.14 0.16 -0.20
H -2.77853 4.17657 3.45028 0.15 -0.11 0.13
H -3.75074 2.17684 4.84946 0.26 -0.05 -0.44
H -3.42660 1.92456 3.10783 0.11 -0.10 0.39
H -3.67857 -0.22690 5.20798 0.11 -0.12 0.09
H -2.25680 -2.18202 5.86114 0.15 0.22 -0.13
H 0.25721 -2.02223 5.51190 -0.31 0.12 0.13
H 1.21756 0.04883 4.63976 -0.32 -0.16 -0.18
H 1.54715 4.03727 2.75623 0.42 -0.03 0.35
H 2.98739 2.97593 2.15179 -0.33 0.34 -0.03
F 2.69986 -9.53748 2.60261 -0.32 0.38 1.06
C 2.25365 -9.28324 3.86029 -0.08 -1.64 -0.19
F 0.91816 -9.55282 3.88341 1.19 0.36 0.05
F 2.86670 -10.18912 4.69430 -0.63 1.10 -0.79
C 2.53366 -7.86280 4.29335 0.12 0.77 0.07
C 1.76020 -7.28232 5.30263 0.12 -0.03 -0.02
C 1.96192 -5.95757 5.65074 -0.28 0.55 0.23
C 2.90800 -5.11468 4.99077 -0.29 -0.52 -0.46
C 3.01454 -3.72288 5.36472 1.43 -1.37 0.91
C 4.19083 -2.92905 5.30834 0.34 0.42 0.25
C 5.50324 -3.34203 4.89226 -0.10 0.00 -0.39
C 6.51083 -2.40508 4.70269 -0.23 -0.47 0.12
C 6.31294 -1.07973 5.09474 -0.55 0.00 -0.10
C 7.40541 -0.06801 4.88744 1.82 1.64 -0.33
F 6.97432 1.21913 5.07157 0.37 -1.67 -0.15
F 8.45948 -0.26867 5.75481 -1.42 0.04 -0.95
F 7.91951 -0.14596 3.61962 -0.69 -0.09 1.37
C 5.11452 -0.68467 5.68648 0.09 0.24 0.20
C 4.08860 -1.59345 5.80142 -0.64 -0.14 0.04
C 3.69637 -5.74890 3.98726 0.17 -0.32 0.14
C 3.53930 -7.10566 3.68230 0.11 0.31 0.01
H 1.00017 -7.88298 5.79955 0.17 0.24 -0.03
H 1.39648 -5.54922 6.49166 0.01 -0.05 -0.35
H 2.20001 -3.31462 5.96726 -0.01 0.01 -0.40
H 5.73831 -4.39864 4.74734 -0.16 0.45 -0.11
H 7.45956 -2.70048 4.26062 -0.12 -0.02 0.26
H 4.99320 0.33244 6.05483 0.04 -0.26 -0.13
H 3.16565 -1.29938 6.30894 0.17 0.03 -0.38
H 4.45191 -5.18532 3.44469 -0.37 -0.12 -0.04
H 4.20182 -7.58196 2.95769 -0.32 0.26 0.07
```
Positions in Å, forces in eV/Å.

Computed properties:
E (eV): -50297.593
Charge: +1
HOMO-LUMO gap (eV): 3.3

Results of the Löwdin charge analysis, in e, for atoms 1 through 2:
1. C 0.010
2. C -0.499

Number 1: LUMO -1.72 eV. Number 2: LUMO -6.77 eV.